# 1
Formula: C17H39BeFI2KN2O10Si2
Source: the OMol25 dataset
Level of theory: wB97M-V/def2-TZVPD

Each line ends with the Löwdin charge.
Element x y z (Å)
I1 -7.18014 2.72138 0.45373  0.782
I2 -6.64567 -0.64945 -0.68720  0.808
K1 1.62588 -1.00023 0.05974  0.872
Si1 -1.45596 -0.25818 0.72383  0.485
Si2 -3.40121 0.16415 -1.28045  0.368
F1 -0.14428 1.65142 3.53605  -0.354
O1 -2.44512 -1.02857 -0.48558  -0.362
O2 -2.91130 0.89187 5.06881  0.090
O3 -3.80875 -0.29123 -2.90375  -0.205
O4 0.96713 -2.15604 -5.76620  0.070
O5 -0.02766 -1.28476 -3.93504  -0.076
O6 2.23388 -1.42968 -4.05618  0.182
O7 -5.35146 -3.26455 5.60543  -0.046
O8 3.00420 -6.28385 -3.96172  0.070
O9 4.20212 1.41775 3.47567  -0.178
O10 -1.39935 -0.62478 4.80764  0.070
N1 -0.04058 0.58008 0.03108  -0.267
N2 -2.54811 -0.23387 4.81555  -0.437
C1 -3.61127 -1.22319 4.48276  0.033
C2 -0.19793 1.88789 -0.02094  -0.384
C3 2.75393 2.40660 5.20760  -0.074
C4 -4.96634 0.65311 -0.27009  -0.880
C5 3.69602 -5.49805 -4.57265  -0.499
C6 1.16975 -1.60754 -4.54699  -0.571
C7 5.16498 -5.74694 -4.78749  -0.019
C8 6.07486 2.96933 3.84631  -0.078
C9 3.11557 -4.23215 -5.14614  -0.025
C10 -4.18007 3.13430 0.19506  -0.207
C11 -1.06145 -1.45769 -4.93112  -0.177
C12 -0.11726 2.56435 -1.46021  -0.060
C13 4.81467 2.63121 3.06932  -0.291
C14 3.77811 1.34995 4.83378  -0.272
C15 -0.43520 -2.42362 -5.89301  -0.076
C16 -0.41127 2.80516 1.22094  -0.019
C17 -5.26820 2.20840 -0.51003  -0.825
Be1 -0.44071 0.68783 -4.22208  0.707
H1 1.87358 2.32995 4.56582  0.052
H2 3.60684 -3.36439 -4.70511  0.079
H3 -4.27633 -1.29271 5.34177  0.082
H4 -5.23242 -4.14806 5.99067  0.002
H5 -2.63559 1.42309 -1.43346  0.025
H6 -0.76969 -2.26290 -6.91717  0.154
H7 -3.14464 -2.18238 4.27895  0.092
H8 2.05230 -4.18917 -4.91414  0.067
H9 3.23837 -4.22372 -6.23077  0.099
H10 6.80522 2.16044 3.75912  0.083
H11 0.07999 3.81308 1.11097  0.108
H12 5.07355 2.50793 2.01480  0.110
H13 5.74928 -4.94556 -4.33111  0.087
H14 -0.48423 1.76404 -2.17762  -0.054
H15 -4.00254 2.71869 1.23090  0.080
H16 -4.61452 4.15845 0.31720  0.059
H17 -0.81490 3.43297 -1.56427  0.094
H18 -3.21580 3.18785 -0.36935  0.043
H19 4.64586 1.39038 5.50068  0.106
H20 -4.65563 0.55026 0.80805  0.034
H21 5.38018 -5.80622 -5.85601  0.089
H22 -5.27131 2.44150 -1.60458  0.085
H23 -1.97688 -1.84238 -4.48054  0.148
H24 5.87358 3.10977 4.90888  0.068
H25 3.15193 3.41792 5.09966  0.067
H26 0.04910 2.31466 2.15965  0.049
H27 -2.99898 -0.06157 -3.39148  -0.026
H28 -4.13874 -0.85539 3.60454  0.096
H29 4.09385 3.45425 3.11604  0.105
H30 6.52228 3.88962 3.46606  0.079
H31 -1.49494 2.99392 1.44307  0.086
H32 -2.36697 0.61618 1.47415  0.012
H33 -0.92698 -1.34140 1.58391  -0.004
H34 3.33115 0.36261 4.96809  0.116
H35 -1.27872 -0.48168 -5.40322  0.048
H36 -0.61830 -3.46519 -5.61820  0.153
H37 5.44301 -6.69211 -4.32154  0.087
H38 0.95530 2.80758 -1.66599  0.099
H39 2.44090 2.27927 6.24514  0.083

- LUMO (hartree) = -0.3256
- maximum force (eV/A) = 4.3
- Kohn-Sham gap (eV) = 1.6
- net charge = +1


# 2
Formula: C2H3NOS2
Source: the OMol25 dataset
Level of theory: wB97M-V/def2-TZVPD

Each line ends with the Löwdin charge.
Element x y z (Å)
S1 2.49233 0.02060 -0.01837  0.632
S2 -1.65558 -1.14701 -0.01907  0.850
O1 -1.63328 1.78531 0.01893  0.015
N1 -0.27811 -0.06130 0.10104  -0.475
C1 -0.50609 1.32349 -0.03056  -0.315
C2 0.97383 -0.63378 0.04098  -0.736
H1 -2.46953 -0.10906 -0.16985  -0.131
H2 0.82144 -1.71850 -0.02575  0.040
H3 0.46670 1.85848 -0.12649  0.119

- LUMO (hartree) = -0.0225
- maximum force (eV/A) = 1.6
- SMILES string = O=CN(S)C=S
- Kohn-Sham gap (eV) = 8.6